1.
This record from the OMol25 dataset describes a molecular structure, C17H14BrCl3GeMnN2O2S3 at a distorted geometry. The level of theory is the ωB97M-V functional and the def2-TZVPD basis.

The geometry in XYZ format:
```
44
Properties=species:S:1:pos:R:3:forces:R:3:nbo_charge:R:1
Mn 0.0242 -0.3464 -0.4070 -0.2 -0.9 0.6 0.48
O -2.8038 -0.8925 2.6249 0.2 0.0 0.0 -0.68
C -1.9704 -0.7897 3.6992 -0.2 -0.1 -0.3 0.40
C -2.5388 -0.8939 4.9591 0.0 0.0 0.2 -0.28
C -1.7365 -0.8281 6.0873 -0.1 0.0 0.0 -0.16
C -0.3594 -0.6733 5.9734 0.0 0.0 -0.1 -0.24
C 0.1966 -0.5534 4.7117 0.0 0.0 0.1 -0.16
C -0.5985 -0.5849 3.5658 0.1 -0.3 0.2 -0.22
C 0.0489 -0.2957 2.2564 -0.2 0.4 -0.5 0.22
O -0.2768 -1.1711 1.1564 -0.2 0.9 0.3 -0.64
N -0.4015 1.0440 1.8270 0.0 -0.1 -0.2 -0.43
N -0.0361 1.3484 0.5512 0.1 0.0 0.7 -0.26
C -0.0365 2.5376 0.0903 0.1 0.2 -0.4 0.02
C 0.1546 2.7712 -1.3406 0.0 -0.2 0.4 -0.14
Br 0.3721 1.1660 -2.3745 -0.2 0.1 -0.2 0.30
C 0.1005 3.9182 -2.0099 0.0 0.5 0.0 -0.13
C -0.0101 5.2624 -1.4126 0.0 -0.3 -0.1 -0.02
C -0.8142 6.2052 -2.0507 -0.1 0.1 0.0 -0.20
C -0.9768 7.4674 -1.5027 0.0 -0.1 0.0 -0.19
C -0.3157 7.8048 -0.3290 0.0 0.0 0.0 -0.18
C 0.5201 6.8851 0.2885 0.0 0.0 0.0 -0.19
C 0.6740 5.6175 -0.2514 0.1 0.1 0.1 -0.23
H -2.2977 -1.1971 1.8585 0.0 0.0 0.1 0.49
H -3.6073 -1.0453 5.0329 0.0 0.0 0.0 0.24
H -2.1903 -0.9150 7.0661 0.0 0.0 0.0 0.23
H 0.2673 -0.6446 6.8536 0.0 0.0 0.0 0.23
H 1.2682 -0.4194 4.6036 0.0 0.0 0.0 0.21
H 1.1328 -0.2895 2.4014 0.1 -0.2 -0.1 0.18
H -0.4048 1.7875 2.5149 0.1 0.0 0.0 0.40
H -0.2596 3.3834 0.7333 0.0 0.0 -0.1 0.23
H 0.1104 3.8697 -3.0939 0.0 0.0 0.0 0.24
H -1.3247 5.9432 -2.9699 0.0 0.0 0.0 0.22
H -1.6119 8.1903 -1.9967 0.0 0.0 0.0 0.23
H -0.4373 8.7930 0.0946 0.0 0.0 0.0 0.23
H 1.0666 7.1607 1.1804 0.0 0.0 0.0 0.23
H 1.3739 4.9243 0.2004 0.0 0.0 0.0 0.21
S 3.8175 -3.1198 0.9251 0.2 -0.1 0.0 0.33
C 2.5976 -2.0196 0.4952 -0.1 0.1 0.0 -0.53
S 2.4332 -0.5700 -0.2167 0.1 0.4 -0.1 0.16
S 1.6960 -3.2348 1.2473 -0.1 -0.1 0.0 0.39
Cl -0.2297 -2.2555 -1.6505 0.0 -0.4 -0.3 -0.35
Ge -2.1935 -0.9499 -1.1441 0.4 -0.2 -0.4 1.09
Cl -3.4534 -2.4446 -0.3106 -0.1 0.1 0.1 -0.35
Cl -2.9857 -0.5439 -3.0878 -0.1 0.1 0.1 -0.37
```
Forces are in eV/Å.

Results
Energy ... -252876.6742 eV
Net charge ... +1



2.
This record from the OMol25 dataset describes a molecular structure, C36H53BMnN8S3Se at a distorted geometry. The level of theory is the ωB97M-V functional and the def2-TZVPD basis.

The geometry in XYZ format:
```
103
Properties=species:S:1:pos:R:3:forces:R:3:lowdin_spin:R:1
Mn -1.2451 -0.5856 -0.6258 1.5 0.6 -0.4 2.17
C 3.4634 0.0440 5.8771 -0.1 0.0 -0.3 0.00
C 3.1625 -0.5079 4.4802 0.3 -0.6 0.2 0.00
C 2.2042 -1.6993 4.5849 0.0 0.1 0.0 0.00
C 4.4896 -0.9285 3.8360 -0.1 0.0 0.0 0.00
N 2.5212 0.5304 3.6728 -0.3 0.6 -0.4 0.00
C 2.1147 1.7634 4.1240 -0.3 0.6 0.1 0.00
C 1.5969 2.4325 3.0755 0.1 0.2 0.5 0.00
N 1.6669 1.6360 1.9628 0.3 -0.1 0.3 0.00
B 1.3503 2.2496 0.5705 -0.2 -0.3 0.4 0.02
N -0.0922 2.8009 0.6049 -0.5 0.1 0.2 0.00
C -0.4328 4.0717 0.2471 -0.2 0.4 -0.2 0.00
C -1.7781 4.1768 0.2751 0.3 0.4 -0.1 0.00
N -2.2944 2.9621 0.6726 1.0 -0.1 0.1 0.00
C -1.2308 2.1353 0.8436 0.1 0.4 0.3 0.01
S -1.2100 0.5313 1.3703 0.1 -0.8 0.5 0.01
C -3.7173 2.6090 0.5610 -0.8 -0.3 -0.1 0.00
C -3.9627 2.0805 -0.8556 0.2 -0.2 0.1 0.00
C -4.1326 1.5658 1.5997 0.0 -0.1 -0.1 0.00
C -4.5860 3.8506 0.7847 0.2 0.0 0.0 0.00
N 1.6923 1.2705 -0.5720 1.5 0.3 -0.7 0.24
C 3.0100 1.2558 -0.9239 -1.1 0.2 1.1 0.13
C 3.1489 0.9314 -2.2285 -0.6 -0.3 -1.0 0.15
N 1.9168 0.7387 -2.7850 1.5 0.4 0.8 0.24
C 0.9668 0.6778 -1.6809 -1.9 -0.2 -0.1 0.03
S -0.6958 1.3924 -1.9309 -0.1 -0.3 0.3 -0.01
C 1.7663 0.5993 -4.2291 0.0 -0.2 -0.8 0.02
C 0.3113 0.5241 -4.6829 0.1 0.0 0.1 0.00
C 2.4169 1.8430 -4.8660 -0.1 -0.2 0.1 0.01
C 2.4968 -0.6726 -4.6857 -0.1 0.2 0.1 0.01
C 2.2180 0.4633 2.3404 0.1 -0.4 -0.2 0.00
S 2.4514 -0.8779 1.3745 0.2 -0.8 -0.4 0.01
H 3.9792 -0.7211 6.4527 0.0 -0.1 0.0 0.00
H 2.5503 0.3090 6.4081 0.0 0.0 0.1 0.00
H 4.1131 0.9152 5.8069 0.0 0.1 0.1 0.00
H 2.6740 -2.5119 5.1322 0.1 -0.1 0.1 0.00
H 1.9459 -2.0467 3.5880 0.0 0.0 0.0 0.00
H 1.2884 -1.4040 5.0950 -0.1 0.0 0.1 0.00
H 4.9737 -1.6681 4.4687 0.1 -0.1 0.1 0.00
H 5.1500 -0.0691 3.7297 0.1 0.1 0.0 0.00
H 4.3227 -1.3614 2.8529 0.1 0.0 0.1 0.00
H 2.2029 2.0699 5.1425 0.0 0.1 0.2 0.00
H 1.1992 3.4258 3.0309 -0.1 0.2 0.0 0.00
H 2.0516 3.2190 0.4479 0.1 0.2 0.0 0.01
H 0.3137 4.7899 -0.0230 0.1 0.2 0.0 0.00
H -2.3949 5.0175 0.0505 -0.1 0.2 0.0 0.00
H -3.3935 1.1655 -1.0455 -0.1 0.1 0.1 0.00
H -3.6468 2.8109 -1.5977 0.0 0.1 -0.1 0.00
H -5.0188 1.8638 -0.9932 -0.1 0.0 0.0 0.00
H -3.6318 0.6172 1.4346 -0.1 0.1 0.1 0.00
H -5.2045 1.3981 1.5214 -0.1 0.1 0.0 0.00
H -3.9008 1.9021 2.6086 0.0 0.0 0.1 0.00
H -4.4600 4.5831 -0.0066 0.0 0.1 -0.1 0.00
H -4.3702 4.3149 1.7442 0.0 0.1 0.1 0.00
H -5.6292 3.5445 0.7796 0.0 0.0 0.0 0.00
H 3.7698 1.5172 -0.2137 0.2 0.1 0.0 0.01
H 4.0541 0.8419 -2.7927 0.2 0.0 -0.1 0.01
H -0.2090 1.4494 -4.4557 -0.1 -0.1 -0.1 0.00
H -0.2252 -0.2946 -4.2046 -0.1 0.0 0.0 0.00
H 0.2957 0.3644 -5.7587 0.1 -0.1 -0.1 0.00
H 1.9862 2.7408 -4.4263 0.0 0.1 0.0 0.00
H 2.2336 1.8513 -5.9377 0.0 0.0 -0.1 0.00
H 3.4914 1.8579 -4.6950 0.1 0.0 -0.1 0.00
H 2.0045 -1.5554 -4.2844 0.0 -0.1 0.0 0.00
H 3.5309 -0.6702 -4.3524 0.1 0.0 0.0 0.00
H 2.4876 -0.7343 -5.7700 0.0 0.0 -0.1 0.00
C 0.5779 -0.8125 -1.4383 0.7 -0.1 0.3 -0.06
H 1.2835 -1.2431 -0.7127 -0.2 0.0 -0.3 -0.01
H 0.6958 -1.3342 -2.3981 -0.5 0.0 0.3 0.00
C -2.4663 -6.1776 -6.2112 0.0 0.0 0.1 0.00
C -2.3979 -5.0041 -5.2813 0.0 0.1 0.0 0.00
C -2.9969 -3.7983 -5.6166 0.1 -0.2 0.0 0.00
C -3.0219 -2.7239 -4.7423 0.2 0.2 0.3 0.00
C -3.6705 -1.4371 -5.1415 0.0 0.0 0.1 0.00
C -2.4248 -2.8635 -3.4827 0.2 0.1 0.5 0.02
Se -2.6190 -1.3947 -2.2191 -1.3 -0.6 -1.6 -0.02
C -1.7714 -4.0512 -3.1439 0.0 0.1 0.0 0.00
C -1.0917 -4.2208 -1.8212 0.0 0.1 0.0 0.00
C -1.7677 -5.1013 -4.0503 -0.1 0.0 -0.1 0.00
H -2.6521 -5.8514 -7.2315 0.0 0.0 -0.1 0.00
H -3.2861 -6.8304 -5.9091 0.0 -0.1 -0.1 0.00
H -1.5475 -6.7600 -6.1885 0.1 -0.1 0.0 0.00
H -3.4614 -3.6938 -6.5869 -0.1 0.0 -0.1 0.00
H -3.9222 -1.4266 -6.1978 -0.1 -0.1 -0.1 0.00
H -3.0006 -0.6077 -4.9192 0.0 0.1 0.0 0.00
H -4.5747 -1.2810 -4.5545 -0.1 0.1 0.0 0.00
H -0.5074 -3.3306 -1.5765 0.0 -0.1 0.1 0.00
H -0.4354 -5.0882 -1.8278 0.0 -0.1 0.0 0.00
H -1.8361 -4.3539 -1.0347 0.0 0.0 0.1 0.00
H -1.2668 -6.0185 -3.7718 0.1 -0.1 0.0 0.00
N -2.2245 -4.3533 4.1292 0.0 -0.1 0.1 0.00
C -1.9810 -3.6255 3.0076 0.1 0.1 -0.4 0.00
C -3.0031 -2.9587 2.3193 0.1 -0.1 0.0 0.00
C -2.7004 -2.2710 1.1683 -0.3 -0.1 0.2 0.00
N -1.4651 -2.1712 0.6595 -0.1 -0.1 0.3 -0.01
C -0.4903 -2.8191 1.3063 0.1 -0.1 -0.1 0.00
C -0.7000 -3.5553 2.4492 -0.1 0.0 0.1 0.00
H -3.1025 -4.2485 4.6061 0.1 0.0 0.0 0.00
H -1.4394 -4.6779 4.6660 -0.1 0.0 0.1 0.00
H -4.0212 -2.9918 2.6797 -0.1 0.0 0.0 0.00
H -3.4978 -1.7676 0.6231 0.2 -0.1 0.0 0.00
H 0.5053 -2.7435 0.8917 0.0 0.1 0.0 0.00
H 0.1249 -4.0724 2.9130 0.2 0.0 0.0 0.00
```
Forces are in eV/Å.

Results
Energy relative to the best compared isomer or geometry (same formula, charge and spin) ... 0.990 eV
Multiplicity ... 4
Net charge ... 0



3.
This record from the OMol25 dataset describes a molecular structure, C36H28BF5IrN6S at a distorted geometry. The level of theory is the ωB97M-V functional and the def2-TZVPD basis.

The geometry in XYZ format:
```
78
Properties=species:S:1:pos:R:3:forces:R:3:lowdin_spin:R:1
Ir 0.0937 0.0330 0.0359 0.1 -1.8 -0.6 0.02
C -3.0890 -3.8228 -2.1516 0.2 0.1 0.1 0.00
C -2.8579 -2.4571 -1.5960 0.3 0.0 0.1 0.00
C -3.7456 -1.4241 -1.4376 0.0 0.4 0.1 0.00
C -3.0280 -0.3515 -0.8693 0.2 -0.7 -0.2 0.00
N -1.7550 -0.7613 -0.7051 -0.4 1.8 0.6 0.00
N -1.6522 -2.0311 -1.1435 0.3 -1.0 -0.3 0.00
B -0.3137 -2.8217 -1.1017 -0.6 0.0 -0.1 0.00
N 0.1573 -2.8118 0.3633 0.1 -0.3 0.3 0.00
N -0.0194 -1.6584 1.0348 0.1 0.0 -0.5 0.01
C 0.3481 -1.8084 2.3049 0.0 -0.1 0.7 0.01
C 0.7659 -3.1245 2.4679 0.1 -0.2 -0.1 0.01
C 0.6353 -3.7338 1.2112 0.0 0.1 0.4 0.00
C 0.9454 -5.1349 0.8105 -0.1 0.0 0.0 0.00
C 0.1589 -0.6805 3.2272 0.0 0.0 -0.3 0.00
C -0.3667 0.5296 2.7600 0.5 -0.5 -0.1 0.00
C -0.6512 1.5791 3.6074 0.0 0.3 -0.3 0.00
C -0.4066 1.4301 4.9657 0.0 -0.1 0.1 0.00
C 0.1556 0.2565 5.4451 0.1 0.0 0.0 0.00
C 0.4381 -0.7930 4.5807 0.0 0.0 0.2 0.00
N 0.7153 -1.9911 -1.8890 0.3 0.0 -0.4 0.00
N 0.6548 -0.6571 -1.7187 -0.1 -0.3 0.4 0.01
C 1.5345 -0.0550 -2.5158 0.3 0.3 -0.5 0.01
C 2.1818 -1.0435 -3.2485 0.0 -0.2 0.0 0.01
C 1.6391 -2.2644 -2.8211 0.2 0.4 -0.2 0.00
C 1.9722 -3.6464 -3.2664 -0.1 0.0 0.0 0.00
C 1.5708 1.4134 -2.5364 -0.1 -0.2 0.2 0.00
C 2.3952 2.1079 -3.4084 0.1 0.1 -0.1 0.00
C 2.3339 3.4938 -3.4782 0.0 -0.1 0.0 0.00
C 1.4503 4.1996 -2.6757 0.1 0.0 -0.1 0.00
C 0.6501 3.5257 -1.7635 -0.2 0.0 0.3 0.00
C 0.7199 2.1497 -1.7044 0.5 -0.5 -0.1 0.00
C -3.5598 0.9654 -0.5207 -0.3 0.6 0.1 0.00
C -2.7956 1.9963 0.0426 -0.2 -0.5 -0.2 0.00
C -3.3545 3.2199 0.3496 -0.2 0.2 0.0 0.00
C -4.7025 3.4479 0.1001 0.0 0.0 0.0 0.00
C -5.4802 2.4419 -0.4571 0.0 0.2 0.1 0.00
C -4.9178 1.2183 -0.7634 0.4 -0.2 0.0 0.00
H -4.1296 -3.9263 -2.4462 0.0 0.0 0.0 0.00
H -2.8585 -4.5902 -1.4122 0.0 0.0 0.0 0.00
H -2.4605 -4.0017 -3.0244 0.0 0.0 0.0 0.00
H -4.7881 -1.4476 -1.7030 0.0 0.0 0.0 0.00
H -0.4575 -3.9189 -1.5373 0.2 0.0 0.1 0.00
H 1.1297 -3.5926 3.3676 -0.1 0.0 0.0 0.00
H 1.1756 -5.7251 1.6936 0.0 0.0 0.0 0.00
H 1.8091 -5.1659 0.1450 0.0 0.0 0.0 0.00
H 0.1038 -5.5950 0.2927 0.0 0.0 0.0 0.00
H -0.6036 0.6725 1.6727 -0.6 0.3 0.3 0.00
H -1.0640 2.5046 3.2271 0.0 0.0 0.0 0.00
H -0.6543 2.2331 5.6467 0.0 0.0 0.0 0.00
H 0.3748 0.1563 6.4996 0.0 0.0 0.0 0.00
H 0.8779 -1.7065 4.9622 -0.1 0.0 0.0 0.00
H 2.9542 -0.9147 -3.9886 -0.1 0.0 -0.1 0.00
H 2.6294 -3.6034 -4.1310 0.0 0.0 0.0 0.00
H 1.0754 -4.2040 -3.5365 0.0 0.0 0.0 0.00
H 2.4857 -4.1946 -2.4754 0.0 0.0 0.0 0.00
H 3.0882 1.5631 -4.0374 -0.1 0.0 0.0 0.00
H 2.9792 4.0254 -4.1645 0.0 0.0 0.0 0.00
H 1.3828 5.2763 -2.7555 0.0 0.0 0.0 0.00
H -0.0200 4.0772 -1.1166 0.0 -0.1 0.0 0.00
H 0.0389 1.6339 -0.9771 -0.5 0.5 -0.3 0.00
H -1.7486 1.8367 0.2431 0.1 0.1 0.1 0.00
H -2.7501 4.0058 0.7845 0.0 0.0 0.0 0.00
H -5.1438 4.4067 0.3399 0.0 0.0 0.0 0.00
H -6.5303 2.6122 -0.6540 0.0 0.0 0.0 0.00
H -5.5370 0.4462 -1.1965 0.0 0.0 0.0 0.00
F 5.5176 3.9941 2.7797 -0.1 -0.1 -0.1 0.05
C 4.8125 3.0254 2.2608 0.1 0.3 0.1 0.13
C 3.4545 3.2255 2.0019 -0.2 0.1 0.0 0.00
F 2.8956 4.3890 2.2817 0.1 -0.1 0.0 -0.01
C 2.7121 2.2123 1.4588 -0.1 0.0 0.0 0.07
F 1.4256 2.4565 1.2329 0.0 -0.1 0.0 0.02
C 3.2816 0.9527 1.1475 -0.3 -0.6 -0.3 0.09
S 2.4609 -0.3974 0.4661 -0.3 1.9 0.6 0.47
C 4.6596 0.7964 1.4266 0.1 -0.2 0.0 0.08
F 5.2338 -0.3602 1.1529 0.0 0.1 0.0 0.02
C 5.4126 1.8056 1.9700 0.4 -0.2 0.0 -0.01
F 6.6959 1.6297 2.2184 -0.1 0.0 0.0 -0.01
```
Forces are in eV/Å.

Results
Energy relative to the best compared isomer or geometry (same formula, charge and spin) ... 1.220 eV
Multiplicity ... 2
Net charge ... +2



4.
This record from the OMol25 dataset describes 2 unconnected molecules or ions with the total composition C3H10N2O at a distorted geometry. The level of theory is the ωB97M-V functional and the def2-TZVPD basis.

The geometry in XYZ format:
```
16
Properties=species:S:1:pos:R:3:forces:R:3:nbo_charge:R:1
C -2.1312 0.8033 0.9474 1.2 0.3 0.0 -0.63
C -0.9201 0.6781 0.0524 0.4 -0.5 -0.7 0.12
N -1.2506 0.3662 -1.2958 -0.4 -0.1 -0.7 -0.85
C 0.3399 0.6857 0.4956 -0.5 1.2 0.3 -0.11
N 1.5292 0.4544 -0.2357 -0.6 0.0 1.1 -0.85
H -2.8119 1.4337 0.3837 -0.8 -0.5 0.2 0.21
H -1.9084 1.3337 1.8799 0.2 -0.1 -0.2 0.21
H -2.4405 -0.2115 1.2357 -0.6 0.5 -0.5 0.23
H -0.5140 0.1158 -1.9519 0.0 0.1 0.6 0.36
H -1.8201 1.0674 -1.7748 0.0 -0.3 0.6 0.37
H 0.4216 1.1994 1.4508 0.6 -0.7 0.3 0.19
H 1.3652 0.0215 -1.1283 0.4 0.4 -0.2 0.37
H 2.1369 1.2579 -0.1642 0.2 -0.2 -0.7 0.38
O 1.9671 -2.5909 0.1364 -0.1 -1.4 -0.4 -0.96
H 1.3628 -2.0531 0.6422 0.3 0.7 0.1 0.48
H 2.7752 -2.1348 -0.0966 -0.3 0.6 0.4 0.48
```
Forces are in eV/Å.

Results
Energy relative to the best compared isomer or geometry (same formula, charge and spin) ... 1.509 eV
Structure (SMILES) ... C/C(N)=C/N.O
Net charge ... 0



> What is the net charge in the first record?

+1